[1]
The following is a DFT calculation (the ωB97M-V functional and the def2-TZVPD basis) of the molecule C18H26N4O6S.

```
! RIJCOSX wB97M-V def2-TZVPD def2/J DEFGRID3
* xyz 0 1
C 3.96999 0.45856 2.04457
N 3.50011 1.30037 0.95637
C 3.26650 0.64580 -0.31865
C 1.89342 -0.00913 -0.41868
C 1.72054 -0.73209 -1.74851
N 0.43517 -1.39847 -1.86892
C 0.25587 -2.63021 -1.32844
O 1.07423 -3.14403 -0.58435
C -1.01772 -3.31528 -1.66359
C -1.96939 -3.03644 -2.59846
N -3.00633 -3.92343 -2.67693
C -2.84392 -4.86124 -1.79225
C -3.81988 -5.99143 -1.57785
O -4.85647 -5.54041 -0.73955
C -6.02043 -6.28129 -1.09289
C -5.70695 -6.85135 -2.48497
O -4.40304 -6.36759 -2.78552
S -1.46885 -4.71080 -0.78358
C 3.24310 2.61993 1.19799
O 3.44118 3.13508 2.28369
C 2.72167 3.44258 0.02483
C 2.24441 4.82197 0.44490
N 1.12817 4.80097 1.38482
C 0.19552 3.68598 1.46217
C -0.47996 3.68614 2.81485
O -1.16393 4.91162 2.99674
C -0.23487 5.97381 3.07827
C 0.88985 5.95696 2.05607
O 1.56908 6.95910 1.90995
H 4.09682 1.08041 2.92456
H 3.25279 -0.33546 2.26319
H 4.92483 -0.00037 1.78018
H 3.41175 1.35611 -1.13290
H 4.04122 -0.11741 -0.43654
H 1.76558 -0.73273 0.38779
H 1.10969 0.74674 -0.30624
H 1.81704 -0.03480 -2.58306
H 2.49792 -1.49144 -1.85248
H -0.29283 -0.98573 -2.42283
H -1.93545 -2.21454 -3.30038
H -3.30553 -6.84701 -1.11067
H -6.20015 -7.07146 -0.35998
H -6.86510 -5.59521 -1.09171
H -5.71288 -7.94410 -2.48672
H -6.38161 -6.48981 -3.25840
H 3.54369 3.58906 -0.68222
H 1.95159 2.89922 -0.52443
H 3.04965 5.37223 0.92487
H 1.96566 5.38189 -0.45413
H -0.56632 3.73793 0.67739
H 0.75230 2.75415 1.35234
H -1.22003 2.89019 2.88168
H 0.27122 3.55111 3.60271
H -0.78237 6.90488 2.95477
H 0.25347 5.99046 4.06116
*
```

Computed properties:
- structure (SMILES) = CN(CCCNC(=O)c1cnc(C2OCCO2)s1)C(=O)CCN1CCOCC1=O
- E (eV) = -48168.605
- relative energy (zero: lowest compared OMol25 entry of this formula, charge and spin) (kJ/mol) = 52.4

[2]
The following is a DFT calculation (the ωB97M-V functional and the def2-TZVPD basis) of C18H26N4OS as an isolated structure in a non-equilibrium geometry.

```
! RIJCOSX wB97M-V def2-TZVPD def2/J DEFGRID3
* xyz 0 1
C -2.34804 0.52546 -2.93344
C -1.76498 -0.93013 -2.94290
C -0.64370 -1.06433 -4.03649
C 0.49916 -0.18266 -3.94980
N 1.01514 -0.55600 -2.74342
C 1.05145 0.54483 -1.83821
O 0.46128 1.72826 -2.07197
C 1.67551 0.07379 -0.41853
C 1.18005 0.65573 0.71309
N 1.87028 0.27039 1.78931
C 2.06419 0.43940 3.09350
C 2.86731 -0.28809 3.83752
C 3.57216 -1.07390 3.33572
C 3.91798 -1.15564 2.03775
C 2.85772 -0.67470 1.17522
N 2.73773 -0.47498 -0.21966
H 4.42197 -1.73386 1.52656
H 4.44998 -1.38243 3.94738
H 2.78815 -0.08278 5.10526
H 1.12733 1.18569 3.43743
C 0.00111 1.57595 0.95219
N -0.83836 1.15968 1.75243
C -1.86601 2.02059 2.32626
C -2.73525 1.54352 3.36443
H -3.40344 1.85963 3.87678
H -2.18739 1.02592 4.32707
S -3.98768 0.00326 2.79386
C -2.24530 -0.99432 2.25924
C -1.59677 -0.00118 1.09905
H -0.83496 -0.64215 0.78462
H -2.16136 0.15663 0.41511
H -2.82861 -1.95944 1.67099
H -1.72868 -1.22339 3.06278
H -1.59364 2.85899 2.64076
H -2.70367 2.30270 1.43531
H 0.55638 2.59150 1.58402
H -0.43616 1.80047 0.06196
C 1.93288 -1.44814 -2.64923
H 1.19305 -2.50753 -2.53257
H 2.70005 -1.64366 -1.85444
H 2.39180 -1.70617 -3.48778
H 0.39923 1.09361 -4.13392
H 1.24442 -0.31588 -4.92141
H -1.27293 -0.70726 -5.24123
H -0.30573 -2.18105 -4.40030
H -1.34548 -1.19032 -2.00274
H -2.62177 -1.62002 -3.22771
H -2.93970 0.81495 -3.84100
H -3.07984 0.31500 -2.17518
H -1.50685 1.19405 -2.78363
*
```

Computed properties:
- E (eV) = -37911.565
- relative energy (zero: lowest compared OMol25 entry of this formula, charge and spin) (kJ/mol) = 2078.5

[3]
The following is a DFT calculation (the ωB97M-V functional and the def2-TZVPD basis) of the molecule C18H26N6O4.

```
! RIJCOSX wB97M-V def2-TZVPD def2/J DEFGRID3
* xyz 0 1
C -3.47895 0.48274 -0.99458
C -2.81491 -0.66139 -0.30475
N -3.42647 -1.83240 -0.20324
N -2.55888 -2.61542 0.46158
C -1.41135 -1.99146 0.78878
C -0.29743 -2.68074 1.49366
C -1.53440 -0.70634 0.31125
C -0.50298 0.37817 0.40345
C -0.05870 0.71235 1.81847
O 1.07127 0.42049 2.20502
N -0.93298 1.33988 2.65035
C -2.31556 1.64777 2.33486
C -2.47872 3.15193 2.24322
O -3.10590 3.69222 1.35287
N -1.82336 3.79720 3.23395
C -1.19692 3.11496 4.35230
C -0.46296 1.82834 3.93632
C -0.57711 0.76760 5.05627
O -1.29595 0.90647 6.02535
N 0.17252 -0.33639 4.81641
C 0.43703 -1.25271 5.89177
C 0.60504 -2.68475 5.42013
C 0.87952 -3.54790 6.64073
C 2.17968 -3.13222 7.29680
N 2.32747 -1.69196 7.42254
C 3.45588 -1.27026 8.22534
C 1.64898 -0.75925 6.69496
O 1.94841 0.42211 6.68276
H -2.83667 1.36187 -1.03408
H -3.74083 0.20889 -2.01624
H -4.39699 0.76794 -0.47980
H -2.80399 -3.57093 0.65349
H 0.50939 -1.97866 1.69584
H -0.63087 -3.09719 2.44610
H 0.10583 -3.49647 0.88970
H 0.41637 0.09549 -0.10953
H -0.87984 1.28091 -0.08213
H -2.61075 1.21767 1.39203
H -2.97507 1.23969 3.11074
H -1.87331 4.80302 3.22578
H -0.46539 3.79466 4.78601
H -1.91299 2.86798 5.13467
H 0.60216 2.03186 3.81566
H 0.81400 -0.29297 4.03338
H -0.41620 -1.20644 6.57580
H -0.30106 -3.00062 4.90150
H 1.43692 -2.75879 4.70963
H 0.04755 -3.44155 7.34239
H 0.94762 -4.60500 6.37934
H 2.24322 -3.55302 8.30385
H 3.02936 -3.53562 6.72626
H 3.49315 -0.18609 8.22282
H 3.34511 -1.63410 9.24981
H 4.39295 -1.66277 7.81713
*
```

Computed properties:
- structure (SMILES) = Cc1n[nH]c(C)c1CC(=O)N1CC(=O)NC[C@H]1C(=O)N[C@H]1CCCN(C)C1=O
- E (eV) = -36220.901
- relative energy (zero: lowest compared OMol25 entry of this formula, charge and spin) (kJ/mol) = 28.1

[4]
The following is a DFT calculation (the ωB97M-V functional and the def2-TZVPD basis) of C18H27BCdN9O8P2S as an isolated structure.

```
! RIJCOSX wB97M-V def2-TZVPD def2/J DEFGRID3
* xyz 0 2
Cd 0.54436 0.54183 0.24191
C 1.63842 -3.12685 1.08533
C 0.39720 -2.87498 0.30078
C -0.63229 -3.77077 -0.00680
C -1.52655 -3.03482 -0.75020
N -1.05107 -1.78472 -0.87900
N 0.13556 -1.68105 -0.22391
B -1.78145 -0.63460 -1.62914
N -0.79193 0.15308 -2.53927
C -0.93805 0.58076 -3.80545
C 0.14600 1.36627 -4.13146
C 0.93080 1.39259 -2.97111
C 2.20130 2.12218 -2.69062
N 0.35379 0.65942 -2.02882
N -2.38986 0.32745 -0.58807
C -3.51529 1.05435 -0.64278
C -3.61988 1.78899 0.51737
C -2.47792 1.45986 1.25704
C -2.04414 1.97249 2.58890
N -1.74342 0.57573 0.58665
N -2.84446 -1.27039 -2.51428
C -2.60444 -2.04965 -3.59851
C -3.76901 -2.68754 -3.93191
C -4.70140 -2.24596 -2.96563
C -6.14306 -2.60771 -2.83092
N -4.13415 -1.40992 -2.11561
H 1.94181 -4.16851 0.98726
H 1.49023 -2.91843 2.14539
H 2.44502 -2.48992 0.73205
H -0.70271 -4.80828 0.26763
H -2.46349 -3.31827 -1.19874
H -1.80154 0.30802 -4.38752
H 0.34120 1.85423 -5.07005
H 2.77892 2.26103 -3.60331
H 2.80647 1.57014 -1.97075
H 1.98982 3.10626 -2.26815
H -4.18272 0.96727 -1.48064
H -4.41505 2.45551 0.80137
H -2.89184 2.02889 3.27144
H -1.62102 2.97539 2.50295
H -1.28810 1.32182 3.02479
H -1.62113 -2.10768 -4.03635
H -3.93268 -3.36862 -4.74917
H -6.69849 -2.35817 -3.73594
H -6.58041 -2.06716 -1.99389
H -6.26492 -3.67728 -2.65377
C 5.08776 1.17129 3.91266
C 3.95367 1.39096 2.91248
O 4.09140 2.63744 2.24397
P 3.82815 0.01495 1.71596
O 3.57195 -1.25589 2.60019
O 5.32807 -0.10828 1.19233
O 2.88577 0.21435 0.58688
P 2.32480 1.36928 3.78228
O 2.30851 2.63297 4.71784
O 2.25632 0.07488 4.49788
O 1.24278 1.56126 2.67733
H 6.04455 1.10105 3.39381
H 4.93542 0.26434 4.49398
H 5.11274 2.02303 4.59215
H 4.90134 2.63239 1.71962
H 3.05740 -1.02700 3.42341
H 5.43968 -0.71791 0.44815
H 1.91280 3.41824 4.27693
O 1.01439 4.18639 2.55583
S 1.31680 3.19018 1.53080
N 0.41724 2.84377 0.40642
*
```

Computed properties:
- E (eV) = -83556.665
- relative energy (zero: lowest compared OMol25 entry of this formula, charge and spin) (kJ/mol) = 0.0

[5]
The following is a DFT calculation (the ωB97M-V functional and the def2-TZVPD basis) of C18H27BrClCoN4SSb as an isolated structure.

```
! RIJCOSX wB97M-V def2-TZVPD def2/J DEFGRID3
* xyz 1 1
Co -0.00515 0.20199 -0.03613
N 1.58515 -0.45098 3.59681
C 0.31055 -0.60725 4.09344
C -0.53109 -0.41424 3.04206
N 0.20635 -0.12878 1.92167
C 1.47771 -0.17297 2.28732
C 2.44765 0.01546 1.23175
N 1.93840 0.13862 0.02313
C 2.98021 0.32071 -0.84439
C 4.14165 0.30134 -0.13234
N 3.78782 0.10509 1.18499
H 2.43454 -0.54785 4.12720
H 0.12362 -0.84369 5.12512
H -1.60389 -0.47618 3.02405
H 2.81673 0.45520 -1.89948
H 5.16770 0.40644 -0.43488
H 4.42729 0.06420 1.96038
C 1.02611 3.95204 -0.48062
S 0.75019 2.85079 0.91349
C -0.33316 3.86581 1.93554
H 1.47971 4.87985 -0.13650
H 0.09633 4.15235 -1.00876
H 1.70182 3.44311 -1.16372
H -1.24257 4.13582 1.40320
H 0.18578 4.76807 2.25399
H -0.59516 3.28282 2.81770
Cl -2.74727 -2.41364 0.96098
C -2.38334 -2.58957 -0.74542
C -3.39668 -3.06545 -1.56185
C -3.17717 -3.16115 -2.92534
C -1.95198 -2.77831 -3.45618
C -0.95572 -2.30374 -2.62485
C -1.13673 -2.20067 -1.24306
C -0.04999 -1.72616 -0.35488
H -4.34541 -3.35184 -1.12883
H -3.96436 -3.52770 -3.57028
H -1.77519 -2.85362 -4.52058
H -0.00421 -2.00124 -3.04194
H 0.93349 -1.95998 -0.75532
H -0.16893 -2.14548 0.63961
Br -0.09816 1.05837 -2.22849
C -4.19065 -0.12864 -0.85872
Sb -2.52930 0.78906 0.08531
C -3.44831 1.24043 1.96400
C -2.81172 2.69192 -0.82118
H -5.03979 0.53683 -0.70799
H -4.40505 -1.10787 -0.44112
H -3.97990 -0.22091 -1.92275
H -4.29699 1.89168 1.76112
H -2.75488 1.75427 2.62798
H -3.81091 0.33578 2.45174
H -3.71441 3.15409 -0.42282
H -2.91458 2.54321 -1.89376
H -1.95172 3.32948 -0.64888
*
```

Computed properties:
- E (eV) = -162625.021

[6]
The following is a DFT calculation (the ωB97M-V functional and the def2-TZVPD basis) of C18H27BrNO4P2Pd as an isolated structure in a non-equilibrium geometry.

```
! RIJCOSX wB97M-V def2-TZVPD def2/J DEFGRID3
* xyz 3 5
Pd 0.02182 0.32234 0.42288
P 1.97338 0.88311 -0.71776
C 1.24470 2.08453 -1.85592
C -0.17569 1.93468 -2.19747
N -0.93263 1.24209 -1.31340
C -2.26722 1.12572 -1.52567
C -2.88526 1.66722 -2.65529
C -2.09708 2.36253 -3.57845
C -0.72409 2.50424 -3.34815
C -3.04760 0.34593 -0.47116
P -2.15614 0.35044 1.20412
H -0.10566 3.05093 -4.04399
H -3.94787 1.55366 -2.81317
H -2.54751 2.79474 -4.46015
H -4.05445 0.74701 -0.35427
H -3.14001 -0.68619 -0.80993
H 1.02962 4.73121 -1.09475
H 1.90537 2.55665 -2.56794
H 0.28989 4.55560 2.04330
O 0.83052 5.45218 -0.39727
H 1.27499 6.30398 -0.68304
H 0.59307 0.75938 1.75833
O 0.09549 4.05065 2.92743
H -0.60532 3.36564 2.72456
C -2.86245 1.91980 1.97068
H -3.95185 1.88429 1.97899
H -2.51226 2.02980 2.99762
H -2.55037 2.79392 1.39815
C -3.04945 -1.02287 2.12871
H -2.73841 -1.03450 3.17339
H -4.12848 -0.87489 2.08661
H -2.80954 -1.98889 1.68323
C 2.77805 -0.37804 -1.77144
H 3.52590 0.07603 -2.42034
H 3.26816 -1.13058 -1.15438
H 2.03998 -0.88186 -2.39493
C 3.27714 1.75255 0.22751
H 3.82886 1.04463 0.84546
H 3.98341 2.24254 -0.44173
H 2.84655 2.50400 0.88872
Br 1.04380 -3.72436 -2.07391
C 1.28338 -4.43565 -0.31155
C 1.73200 -5.76287 -0.20918
C 1.93350 -6.35756 1.03992
C 1.68557 -5.63437 2.20101
C 1.24114 -4.31785 2.11654
C 1.03351 -3.69046 0.86343
C 0.58698 -2.27141 0.88126
O 0.41979 -1.70251 2.05331
O 0.40185 -1.49898 -0.17725
H 1.92990 -6.33988 -1.10167
H 2.28209 -7.37907 1.10968
H 1.84131 -6.08955 3.17171
H 1.06762 -3.78969 3.04759
*
```

Computed properties:
- E (eV) = -120851.996
- relative energy (zero: lowest compared OMol25 entry of this formula, charge and spin) (kJ/mol) = 228.8

[7]
The following is a DFT calculation (the ωB97M-V functional and the def2-TZVPD basis) of C18H27CeN3O10P2S2 as an isolated structure in a non-equilibrium geometry.

```
! RIJCOSX wB97M-V def2-TZVPD def2/J DEFGRID3
* xyz 0 1
Ce 1.00637 0.45384 0.16793
C 1.30350 0.80686 -3.17139
N 0.11756 0.34187 -2.40504
C -0.36931 -0.92439 -2.97506
C -0.93349 1.35512 -2.45310
C -1.27183 1.90839 -3.68127
C -2.13962 2.97721 -3.78317
C -2.63046 3.52904 -2.60692
C -2.32549 2.95882 -1.38563
C -1.53614 1.80091 -1.27134
N -1.26023 1.15362 -0.04945
C -2.03781 1.44632 1.08290
C -3.38380 1.82364 1.05329
C -4.03581 2.28126 2.18794
C -3.36354 2.35402 3.39735
C -2.08502 1.82165 3.47501
C -1.46327 1.29679 2.35393
N -0.29329 0.44085 2.44100
C -0.81216 -0.95052 2.53427
C 0.57937 0.70067 3.60012
H 1.11593 0.78769 -4.24622
H 2.15453 0.16311 -2.96160
H 1.55050 1.81665 -2.86666
H -0.72771 -0.76553 -3.99385
H -1.17640 -1.31916 -2.36496
H 0.43371 -1.66062 -3.01097
H -0.81684 1.51249 -4.58187
H -2.38964 3.39391 -4.74912
H -3.24755 4.41848 -2.63469
H -2.68741 3.43630 -0.48864
H -3.91527 1.79049 0.11287
H -5.06903 2.59838 2.11483
H -3.83764 2.76461 4.27822
H -1.58885 1.77337 4.43539
H -1.37522 -1.08090 3.46024
H 0.02050 -1.65426 2.52527
H -1.46412 -1.15992 1.69123
H 0.07767 0.45439 4.53622
H 0.89076 1.73937 3.60301
H 1.46182 0.07284 3.51223
C 2.62767 -4.78620 0.06461
C 1.91758 -3.58069 0.67216
O 1.69643 -3.74112 2.06699
P 2.83842 -2.04218 0.43273
O 4.37851 -2.29609 0.60580
O 2.72768 -1.73284 -1.13984
O 2.32249 -0.95320 1.34173
P 0.25139 -3.20773 -0.08933
O 0.37551 -3.77219 -1.58156
O -0.78656 -3.89568 0.69364
O 0.22218 -1.67104 -0.24033
H 3.48718 -5.03480 0.68559
H 2.96512 -4.59155 -0.95433
H 1.94896 -5.63888 0.04642
H 0.78278 -4.04938 2.17332
H 4.88470 -1.46807 0.58321
H 1.80284 -1.70010 -1.45580
H -0.23012 -4.51341 -1.69665
O 3.27375 3.82378 0.39729
S 2.66791 2.55321 0.23807
O 2.19412 1.91886 1.52311
O 1.40388 2.57129 -0.59957
S 3.77231 1.15033 -0.64955
*
```

Computed properties:
- E (eV) = -97234.769

[8]
The following is a DFT calculation (the ωB97M-V functional and the def2-TZVPD basis) of C18H27Cl2N3O5PdSi2 as an isolated structure.

```
! RIJCOSX wB97M-V def2-TZVPD def2/J DEFGRID3
* xyz -2 3
Pd 0.11410 -0.03562 0.15204
C 3.30668 -1.65103 -0.37695
Si 2.42159 -0.05662 0.14405
C 3.28661 1.29854 -0.84577
C 3.02157 0.20197 1.93678
C 4.35670 0.43071 2.28666
C 4.73152 0.63795 3.60885
C 3.76741 0.61328 4.61259
C 2.43865 0.37731 4.27872
C 2.05631 0.17352 2.94767
Si 0.26178 -0.16460 2.45143
C -0.23229 -1.80440 3.22758
C -0.87024 1.13316 3.19403
H 4.32535 -1.66283 0.03363
H 3.37401 -1.72711 -1.47016
H 2.76510 -2.52951 -0.00843
H 4.37306 1.14689 -0.85159
H 3.05970 2.27384 -0.40222
H 2.93107 1.31037 -1.88261
H 5.11928 0.45216 1.50934
H 5.77171 0.81786 3.85967
H 4.05216 0.78038 5.64584
H 1.68602 0.35662 5.06508
H -0.08906 -1.76795 4.31681
H 0.35900 -2.62341 2.80780
H -1.28815 -2.01095 3.01893
H -0.51579 1.45960 4.18033
H -1.88722 0.74097 3.29503
H -0.91136 2.00662 2.53721
N -2.08342 -0.15670 0.49942
C -3.16176 0.10016 0.18544
N -4.41264 0.36266 -0.15673
C -5.14134 1.46087 0.49601
C -6.11215 2.07073 -0.50317
C -7.03299 0.99374 -1.08608
C -6.19211 -0.10474 -1.74416
C -5.23162 -0.70698 -0.72415
H -4.43280 2.21807 0.83706
H -5.68790 1.06536 1.36532
H -5.52339 2.53406 -1.29948
H -6.67922 2.85792 -0.00354
H -7.72863 1.42899 -1.80962
H -7.63074 0.55245 -0.27826
H -5.60260 0.32852 -2.55724
H -6.82474 -0.89466 -2.15860
H -4.58241 -1.45148 -1.17969
H -5.80574 -1.19416 0.07641
Cl 0.05041 5.24997 0.40180
C -0.80500 4.03030 -0.45694
Cl -3.33704 4.31414 0.83816
C -0.34084 2.63982 -0.39272
O -0.69240 1.86190 -1.31206
O 0.42866 2.28152 0.56724
H -1.38296 4.38284 -1.28932
O -1.14442 -3.99587 -1.13806
N -0.55687 -2.95831 -0.75872
O 0.09765 -2.94660 0.31405
O -0.62890 -1.89810 -1.45628
*
```

Computed properties:
- E (eV) = -78091.514
- relative energy (zero: lowest compared OMol25 entry of this formula, charge and spin) (kJ/mol) = 69.2